Arrangement A

Entry from OMol25: a cluster of 10 separate species, C30H60O10 in total (the ωB97M-V functional and the def2-TZVPD basis).

As for the HOMO energy: -9.0428 eV. The HOMO-LUMO gap comes out at 9.2 eV. The structure (SMILES) is CC(C)=O.CC(C)=O.CC(C)=O.CC(C)=O.CC(C)=O.CC(C)=O.CC(C)=O.CC(C)=O.CC(C)=O.CC(C)=O. The calculation puts the molar mass at 580.8 g mol⁻¹.

Each line ends with the Mulliken charge.
Geometry (Å):
C (-2.90978, 0.64386, -4.05576)  -0.05
C (-2.90844, 1.63867, -5.20787)  0.81
O (-1.86832, 2.04230, -5.67930)  -0.56
C (-4.19954, 2.15053, -5.80975)  -1.28
H (-2.27568, 0.99722, -3.24476)  -0.35
H (-2.38046, -0.25845, -4.37237)  0.23
H (-3.93597, 0.43897, -3.76467)  0.31
H (-4.49190, 1.66402, -6.74158)  0.36
H (-4.07654, 3.20794, -6.03734)  0.33
H (-5.05664, 2.03250, -5.14118)  0.35
C (-2.79364, 3.65451, -2.36434)  -0.47
C (-2.05299, 4.93395, -2.04450)  0.59
O (-2.50168, 5.98523, -2.43858)  -0.60
C (-0.77919, 4.87268, -1.25378)  -0.90
H (-2.34395, 3.18520, -3.24089)  0.12
H (-3.86235, 3.69049, -2.54864)  0.39
H (-2.62277, 2.99027, -1.51072)  0.00
H (-0.78229, 4.37947, -0.28230)  0.18
H (-0.32317, 5.85440, -1.19441)  0.37
H (-0.19807, 4.18277, -1.88616)  0.23
C (-2.85044, 2.67557, 1.86994)  -0.52
C (-3.61952, 3.97124, 1.69962)  0.67
O (-3.93492, 4.37548, 0.60038)  -0.52
C (-3.93444, 4.79361, 2.91488)  -1.26
H (-2.81530, 2.47909, 2.94442)  0.38
H (-1.83852, 2.63156, 1.47632)  -0.16
H (-3.39777, 1.85350, 1.40442)  0.36
H (-4.64928, 4.32086, 3.58977)  0.34
H (-4.46299, 5.66853, 2.52900)  0.37
H (-3.03850, 5.15318, 3.41897)  0.32
C (-3.92683, -3.51948, 3.42470)  -1.25
C (-2.76739, -2.72958, 2.87307)  0.81
O (-2.77776, -1.51666, 2.94379)  -0.56
C (-1.73829, -3.45109, 2.03921)  -0.64
H (-4.80736, -3.42719, 2.79683)  0.30
H (-4.10309, -3.18261, 4.44895)  0.36
H (-3.69171, -4.57768, 3.57324)  0.36
H (-1.19765, -4.05534, 2.77945)  0.25
H (-0.99540, -2.81527, 1.56497)  -0.06
H (-2.24656, -4.06310, 1.29407)  0.41
C (0.53915, -0.01043, 1.62640)  -0.09
C (0.07125, -0.18476, 0.20906)  0.49
O (-0.17129, -1.29334, -0.21438)  -0.57
C (-0.17931, 1.03525, -0.65967)  1.00
H (0.26784, -0.82308, 2.29708)  -0.56
H (0.14075, 0.88209, 2.11421)  0.48
H (1.62913, 0.03387, 1.51855)  0.07
H (-0.46003, 0.66656, -1.64424)  -0.42
H (0.76991, 1.53584, -0.87777)  -0.06
H (-0.87873, 1.67899, -0.13748)  -0.39
C (2.05717, -2.73100, 6.41349)  -1.12
C (1.07817, -2.61691, 5.28251)  0.96
O (0.60329, -3.55716, 4.70211)  -0.54
C (0.57756, -1.20583, 4.97170)  -0.58
H (3.05450, -2.34862, 6.18010)  0.25
H (2.19980, -3.77043, 6.69937)  0.33
H (1.69161, -2.09720, 7.22240)  0.33
H (-0.19610, -1.17298, 4.20015)  -0.23
H (1.38177, -0.59082, 4.56241)  0.24
H (0.09059, -0.81070, 5.86432)  0.47
C (5.33888, 1.38610, -1.90140)  -1.17
C (4.02224, 1.80809, -1.28829)  0.82
O (2.97924, 1.43785, -1.77555)  -0.46
C (4.05253, 2.65641, -0.04169)  -0.85
H (6.16103, 1.87024, -1.37228)  0.37
H (5.33299, 1.69926, -2.94387)  0.35
H (5.47073, 0.30927, -1.81285)  0.29
H (4.70331, 3.51945, -0.19025)  0.45
H (4.41796, 2.13416, 0.84112)  -0.01
H (3.02613, 2.97878, 0.13414)  0.19
C (4.16716, -1.26069, 3.63215)  -0.31
C (5.39694, -0.42797, 3.74102)  0.64
O (5.89411, -0.19992, 4.82145)  -0.58
C (6.12602, -0.02094, 2.48767)  -0.87
H (3.39095, -0.94969, 4.32963)  -0.22
H (4.47286, -2.27723, 3.89713)  0.33
H (3.73909, -1.31314, 2.63121)  0.25
H (7.19837, 0.00238, 2.66624)  0.36
H (5.76997, 0.91350, 2.05990)  -0.06
H (5.98439, -0.81316, 1.74390)  0.36
C (-1.17280, -5.83751, -1.53413)  -1.12
C (-0.60971, -4.83516, -2.52358)  0.79
O (0.48934, -5.00431, -2.98695)  -0.54
C (-1.41968, -3.57866, -2.73336)  -0.38
H (-0.79795, -6.82577, -1.80034)  0.35
H (-2.26311, -5.77810, -1.48993)  0.33
H (-0.89175, -5.75935, -0.47893)  0.20
H (-1.05785, -2.90966, -3.50892)  -0.11
H (-1.36288, -3.08434, -1.75551)  0.06
H (-2.48924, -3.72353, -2.89987)  0.48
C (0.93947, -0.64633, -5.23529)  -0.94
C (1.99390, -1.40215, -4.45714)  0.59
O (2.98511, -1.83619, -4.99930)  -0.63
C (1.76606, -1.57900, -2.99163)  0.27
H (1.36594, -0.26635, -6.15743)  0.39
H (0.51836, 0.14747, -4.61086)  0.22
H (0.07248, -1.28853, -5.41506)  0.23
H (0.73758, -1.44271, -2.65471)  -0.30
H (2.31832, -0.76057, -2.51398)  -0.22
H (2.12359, -2.53247, -2.60992)  0.38

Arrangement B

Entry from OMol25: a cluster of 10 separate species, C30H60O10 in total (the ωB97M-V functional and the def2-TZVPD basis).

As for the HOMO energy: -9.2838 eV. The HOMO-LUMO gap comes out at 9.5 eV. The structure (SMILES) is CC(C)=O.CC(C)=O.CC(C)=O.CC(C)=O.CC(C)=O.CC(C)=O.CC(C)=O.CC(C)=O.CC(C)=O.CC(C)=O. The calculation puts the molar mass at 580.8 g mol⁻¹.

Each line ends with the Mulliken charge.
Geometry (Å):
C (-12.66575, 11.65801, 42.87649)  -0.79
C (-11.87680, 11.45505, 41.63344)  0.84
O (-10.70779, 11.14553, 41.65819)  -0.53
C (-12.57922, 11.59541, 40.28273)  -1.27
H (-13.46966, 10.83987, 42.77525)  0.25
H (-13.05648, 12.58129, 43.06265)  0.60
H (-12.00901, 11.52168, 43.77602)  -0.09
H (-12.57517, 12.72548, 39.84534)  0.31
H (-13.73458, 11.42383, 40.42427)  0.29
H (-12.11892, 11.11273, 39.48670)  0.42
C (-6.99091, 10.34757, 51.41812)  -0.69
C (-6.16298, 9.39641, 52.15725)  0.75
O (-6.43522, 9.03896, 53.30694)  -0.59
C (-4.96826, 8.76849, 51.44987)  -0.95
H (-7.60570, 10.97077, 52.09749)  0.32
H (-7.78137, 9.78523, 50.78729)  -0.10
H (-6.46482, 10.75897, 50.62233)  0.44
H (-4.46803, 8.05641, 52.20284)  0.26
H (-4.21700, 9.73839, 51.11941)  0.29
H (-5.38280, 8.16004, 50.63214)  0.27
C (-10.93729, 7.67882, 41.10755)  -1.92
C (-11.44976, 7.83558, 42.46581)  1.10
O (-12.62181, 7.86124, 42.85189)  -0.58
C (-10.37846, 7.76226, 43.62856)  -0.90
H (-11.69900, 7.90909, 40.58662)  0.52
H (-10.49467, 6.79197, 41.08884)  0.55
H (-10.32164, 8.55504, 41.04733)  0.37
H (-10.74033, 7.57812, 44.70069)  -0.10
H (-9.71652, 8.59629, 43.50601)  0.30
H (-9.96213, 6.91139, 43.37541)  0.60
C (-15.32252, 5.72310, 44.26650)  -1.14
C (-14.38977, 5.88751, 45.37189)  0.79
O (-13.80895, 4.98091, 45.90520)  -0.57
C (-13.84543, 7.24820, 45.93386)  -0.36
H (-16.25847, 6.30857, 44.23522)  0.36
H (-15.56546, 4.63138, 44.19980)  0.33
H (-14.88970, 6.25771, 43.40873)  0.16
H (-12.99554, 7.17183, 46.56892)  0.14
H (-14.55681, 7.99130, 46.47214)  0.35
H (-13.56290, 7.72771, 44.87893)  -0.02
C (-7.15657, 14.28949, 43.81161)  -1.25
C (-7.86055, 13.51907, 44.93659)  0.61
O (-7.59167, 13.56916, 46.12150)  -0.59
C (-8.99601, 12.55107, 44.47840)  -0.51
H (-6.09408, 13.66054, 43.58507)  0.29
H (-6.94157, 15.09588, 44.27397)  0.46
H (-8.01128, 14.38443, 43.19886)  0.36
H (-8.57524, 11.72272, 43.57657)  0.26
H (-9.78052, 13.02491, 44.00110)  0.37
H (-9.32874, 11.86703, 45.33414)  -0.03
C (-14.54182, 10.47309, 51.68230)  -0.88
C (-14.53231, 12.02390, 51.93202)  0.68
O (-15.34199, 12.50760, 52.71561)  -0.57
C (-13.28711, 12.71923, 51.47989)  -0.22
H (-14.07301, 9.89380, 52.28698)  0.17
H (-14.18436, 10.28321, 50.65607)  0.17
H (-15.52766, 9.99232, 51.86529)  0.35
H (-13.56448, 13.74417, 51.38580)  0.33
H (-13.13623, 12.24827, 50.47367)  -0.26
H (-12.38485, 12.66482, 52.20552)  0.26
C (-10.92361, 8.89931, 53.72021)  -1.17
C (-11.01766, 8.03955, 52.55614)  0.92
O (-11.70298, 8.50993, 51.65344)  -0.54
C (-10.47414, 6.59559, 52.52590)  -1.16
H (-10.92166, 8.27312, 54.51527)  0.46
H (-11.72079, 9.66051, 53.62499)  0.22
H (-10.10413, 9.51318, 53.72496)  0.27
H (-11.21698, 6.06634, 51.85748)  0.30
H (-10.53717, 6.15487, 53.44894)  0.44
H (-9.56141, 6.54086, 51.98454)  0.27
C (-12.43207, 10.70787, 47.53219)  -0.56
C (-11.03842, 9.99451, 47.60643)  0.92
O (-10.48381, 9.47198, 46.60959)  -0.54
C (-10.24105, 9.97811, 48.97435)  -1.17
H (-13.07499, 9.91558, 47.72902)  0.32
H (-12.60126, 11.05913, 46.50362)  -0.01
H (-12.53217, 11.50355, 48.23103)  -0.05
H (-10.60753, 9.27091, 49.78068)  0.13
H (-10.42844, 10.99255, 49.29695)  0.48
H (-9.25657, 9.77344, 48.97397)  0.43
C (-10.88049, 14.26805, 47.20449)  -0.84
C (-10.38499, 15.68276, 47.38444)  0.46
O (-10.88742, 16.37505, 48.15878)  -0.51
C (-9.42037, 16.29320, 46.37929)  -1.07
H (-10.04405, 13.64234, 47.33693)  0.31
H (-11.44841, 14.32132, 46.29559)  0.30
H (-11.48963, 13.86050, 47.87055)  0.42
H (-8.55416, 15.96780, 46.77849)  0.36
H (-9.60267, 17.29951, 46.04759)  0.42
H (-9.36395, 15.71354, 45.46376)  0.16
C (-10.48645, 4.41367, 45.85670)  -0.67
C (-9.48050, 4.71972, 46.89676)  0.63
O (-8.37628, 4.16254, 46.93514)  -0.61
C (-9.72131, 5.83639, 47.87825)  -0.70
H (-10.02742, 4.45979, 44.92546)  0.31
H (-11.41084, 4.99721, 45.70804)  -0.05
H (-10.89774, 3.34459, 46.10634)  0.28
H (-9.61752, 6.76276, 47.39735)  0.05
H (-8.97189, 5.98333, 48.64363)  0.38
H (-10.63899, 5.69530, 48.35558)  0.38

Going by the energies, arrangement A is most stable and the next is 0.3280 hartree up.